7 unconnected molecules or ions with the total composition C63H74ClIN9O15P2, computed with ωB97M-V/def2-TZVPD.

## Properties
Highest occupied orbital energy   -9.00 eV

The geometry in ORCA input format:
```
! RIJCOSX wB97M-V def2-TZVPD def2/J DEFGRID3
* xyz 1 1
H -3.9676 -0.1525 1.5713
H 2.4601 1.3439 -2.6972
H 2.1302 -3.3241 6.2098
C 1.1835 -1.5692 5.4242
H -6.3786 -7.6594 7.7418
H 7.8672 7.3931 -7.4672
C -5.6339 -7.2733 -6.2517
C -5.0271 -4.5737 7.5076
H -2.1119 -0.8059 5.8062
H 2.3195 3.4746 -3.7977
C 0.8251 -8.1932 -1.5762
C 0.0386 -3.2598 6.6955
H 1.3515 -6.1206 -1.5338
H -1.3385 2.3005 1.0298
H -5.9695 -2.8647 6.5895
O -1.0839 1.0285 4.5630
O 2.1474 -4.7527 -3.3862
O -0.6962 5.0506 2.7370
H 2.6741 -3.9707 -0.8311
N -0.0295 0.4146 4.6123
H -1.4452 -1.3236 -6.5984
C -1.8303 4.1662 7.4231
C -3.7740 -6.1646 -7.2993
O -2.9134 -4.4570 8.4081
H 3.8203 0.9663 0.5741
H 5.1526 0.9932 -1.7898
O 6.2218 6.8331 2.9579
O 3.8319 6.4779 -3.6189
H -4.0070 -2.5535 -2.7313
H -4.3391 -6.4304 8.3618
C -3.1589 0.3780 1.0214
H 0.3705 -10.2646 -1.9047
N -1.2754 -0.4826 -1.9601
H 4.0001 6.5716 1.9996
C 1.4008 -8.1028 -4.2983
O -3.7478 -2.6547 7.5657
H 1.6205 -8.0762 -5.3573
P -5.4824 -1.6126 -0.1538
C -5.4184 -6.5499 -5.0849
H -1.3876 2.2697 6.5214
H 0.5999 -8.2322 -0.5178
H 0.5564 4.2014 -2.8571
N 6.2069 5.6472 3.2321
H 0.0589 -4.1957 7.2418
C -3.8220 -1.2305 -0.8955
C -3.4942 1.8874 0.6844
C 3.0876 3.4181 -2.9869
H 8.3878 9.4103 -6.1381
H 2.3832 0.8522 -0.5116
P -1.5454 -2.0775 -4.2691
H -6.0606 -6.7025 -4.2264
H 1.8386 -1.2655 0.2248
H -2.0673 -2.9398 7.0315
C -1.2695 5.2562 4.9519
H 0.3837 -3.1428 -3.1707
H 3.9962 3.9160 -3.3829
C -1.8157 -0.8719 -5.6537
C -1.1537 -2.5539 6.5788
N -0.9896 5.8266 3.6319
H 3.9353 -3.3575 0.3299
H 5.2908 8.4097 -3.3674
H 7.1055 9.9086 -4.0856
H -1.7347 2.7319 -1.6166
I -6.6943 0.5419 -0.3588
C -2.8020 -0.3139 -0.3372
H 2.1572 -3.4970 0.8225
N -1.6260 0.0410 -0.8001
C 0.6944 -9.3348 -2.3574
C 0.1102 3.7246 -0.7543
H 2.7019 3.6207 -0.7602
O 2.2332 -5.7206 -5.3090
C -5.1350 -5.9165 7.8392
C -1.4552 3.3384 6.3713
C -6.0508 -3.9134 6.8429
H 3.0341 5.1328 -1.6440
H -4.4785 2.1666 1.1216
C 0.9601 4.4802 -1.8560
C -2.2919 4.0509 0.0752
H 4.2142 -0.9973 -1.6548
H 2.0029 5.2705 1.3834
H -1.8245 4.9303 0.5800
H 2.0949 -1.1948 4.9774
O -1.0644 7.0331 3.5023
O -2.2648 -3.9026 -4.9698
H 5.7568 3.0372 3.7106
H -3.6167 1.9482 -0.4272
C 0.1389 -2.8217 -4.2079
H -3.1416 -6.0200 -8.1652
H 0.8366 5.5702 -1.6424
C 5.5608 7.0558 -5.0237
C 0.9789 -9.2891 -3.7166
H -1.3956 0.1287 -5.4187
C 2.7561 3.4323 2.1978
C 1.2491 -7.0041 -2.1504
H 4.5910 -1.1658 0.1537
H -2.9255 -0.7654 -5.7719
C -1.4205 3.7167 -1.1932
H -4.2157 -5.0800 -4.1034
O 1.0053 0.8084 4.1078
C -3.5602 -5.4539 -6.1258
C 3.4318 1.8987 -2.7718
H -2.2424 0.3124 1.6528
C 7.5942 8.7438 -5.8211
H 0.8747 -10.1805 -4.3222
C -1.9173 5.5411 7.2371
C 1.5377 -6.9711 -3.5073
H -2.5284 3.1995 2.1359
H 0.3239 -3.6252 -4.9601
C -1.6343 6.0927 5.9970
Cl 0.2307 0.0580 -2.5626
H 4.5901 2.5429 -1.0037
H -2.0576 3.7376 8.3924
C -7.1955 -4.6145 6.4953
C -3.3874 -1.8308 -2.1736
C 6.8725 9.0262 -4.6681
N -3.8060 -3.8431 7.8550
N 4.4660 6.1713 -4.6123
C 2.8265 4.7860 1.8938
C 4.2591 1.5861 -1.4642
C -2.3161 2.8343 1.1092
H 1.8765 2.8612 1.9210
O 4.2498 5.1813 -5.2902
C 5.8499 8.1806 -4.2649
C 3.8097 2.8073 2.8549
C -4.8149 -7.0788 -7.3574
C 3.8312 -0.8763 -0.6131
N -2.4523 -4.5129 -6.0542
H 2.0949 -1.8950 -1.5058
H -3.3268 4.3668 -0.2165
H -4.9872 -7.6435 -8.2649
C -1.1803 -1.3512 5.8894
N 2.0073 -5.7219 -4.1141
C 5.0034 4.8818 2.8865
C -4.3780 -5.6359 -5.0175
H -8.2041 -6.5081 6.5387
O -6.2717 -2.6349 -1.2204
H 6.0608 5.8792 -6.7600
C 2.5291 -1.7808 -0.4860
C -1.1730 3.8831 5.1264
H -2.2088 6.1821 8.0597
H 3.7488 1.7523 3.0930
C -7.3106 -5.9615 6.8163
C 3.4795 0.6611 -0.4421
H -0.8869 3.2345 4.3119
O -1.7624 -4.3517 -7.0459
C 6.2821 6.7592 -6.1711
O 7.1223 5.0511 3.7693
C 1.2042 -2.7701 6.1170
H -6.4430 -7.9925 -6.2991
C 2.5093 4.1484 -1.7217
H 0.8885 -2.0212 -4.4547
C -0.0093 -0.8666 5.3216
H 0.2092 4.2412 0.2269
H -1.7035 7.1637 5.8603
H 0.4330 2.6600 -0.6464
C -6.2839 -6.6105 7.4908
C 2.8776 -3.2569 0.0041
C 7.3015 7.6107 -6.5699
H -7.9986 -4.1118 5.9711
C 4.9402 3.5322 3.2019
C -2.0923 -1.3707 -2.6078
H 3.9704 1.5119 -3.6674
H -1.5315 4.5335 -1.9510
C 3.9534 5.5178 2.2402
H -6.5268 -2.1163 -2.0092
*
```

These are the Löwdin partial charges, in e, on atoms 1 to 2: 0.08, 0.03

---

2 unconnected molecules or ions with the total composition C5H16N3, computed with ωB97M-V/def2-TZVPD.

## Properties
Relative energy (zero: lowest compared OMol25 entry of this formula, charge and spin)   131.0 kJ/mol
Highest occupied orbital energy   -12.89 eV

The geometry in ORCA input format:
```
! RIJCOSX wB97M-V def2-TZVPD def2/J DEFGRID3
* xyz 1 1
H -2.3219 0.5908 -3.4576
H -1.0917 0.6656 3.4225
H 2.2144 0.5525 -0.6788
H -1.1212 0.9790 1.6817
H 0.9627 1.5357 -0.3352
H -1.1704 -0.3659 -1.4939
H 0.8189 -0.2081 0.0199
C 0.6681 0.5236 -2.0950
C 1.2102 -0.6606 3.1335
H -1.9023 -0.4506 2.3160
H -0.6355 -1.5296 0.6668
N 1.2029 0.6109 -0.6866
N 0.3055 -1.3106 1.0009
C 0.2145 -0.6008 2.2551
N -1.3123 0.4732 -3.4680
H 1.0844 1.3683 -2.6368
C -0.8485 0.5122 -2.0759
H 1.0202 -0.3979 -2.5539
H -1.2812 1.3931 -1.5981
C -1.0291 0.1990 2.4465
H -1.1620 -0.4524 -3.8387
H 2.1106 -1.2076 2.8726
H 0.8282 -2.1703 1.0826
H 1.2357 -0.0495 4.0202
*
```

These are the Löwdin partial charges, in e, on atoms 1 to 2: 0.08, 0.09

---

A single C5H8BN molecule, computed with ωB97M-V/def2-TZVPD.

## Properties
Relative energy (zero: lowest compared OMol25 entry of this formula, charge and spin)   612.5 kJ/mol
Highest occupied orbital energy (alpha / beta)   -7.75 / -7.76 eV

The geometry in ORCA input format:
```
! RIJCOSX wB97M-V def2-TZVPD def2/J DEFGRID3
* xyz 0 1
H -3.2171 -0.2491 1.5259
C -1.2101 0.1647 2.0387
H 1.9387 0.3879 -2.3158
H 1.1922 -1.1031 -2.4065
H -1.5221 0.4741 3.1239
H 0.0336 0.1650 -2.6098
N 0.7853 -0.1731 -0.6635
C -2.2357 -0.1845 1.0572
H 0.6596 0.7336 2.6334
C 0.0975 0.3013 1.7468
H -1.8078 -0.6208 -1.1514
C -2.0485 -0.6649 -0.1412
H 1.8768 1.2023 0.5802
B 1.0356 0.4964 0.4585
C 0.9972 -0.1072 -2.0857
*
```

These are the Löwdin partial charges, in e, on atoms 1 to 2: 0.12, -0.16

---

A molecular structure, C18H20BeN4O2S, computed with ωB97M-V/def2-TZVPD.

## Properties
Highest occupied orbital energy   -6.96 eV

The geometry in ORCA input format:
```
! RIJCOSX wB97M-V def2-TZVPD def2/J DEFGRID3
* xyz 0 1
O 1.3997 -0.5239 0.0874
O -0.2738 0.0525 -1.7529
H -3.4289 1.9807 0.6831
S 0.5922 0.1320 2.7499
C 0.1756 2.4797 5.3201
C -0.1257 1.5810 2.3161
C -3.5200 -1.8274 -0.8496
C 4.3799 -0.3481 -2.7089
C -3.3574 -3.1135 -1.3082
C 0.6466 -0.1085 -2.5741
N -1.3078 0.5619 0.7315
H 5.1809 -0.3251 -3.4285
H 5.7052 -0.5605 -1.0270
C -2.0965 -3.7067 -1.2513
H 3.8764 -0.6470 0.6364
H 0.6431 -1.0885 -4.4834
N -1.2051 -1.7326 -0.2814
H -4.2304 0.5699 1.3735
C 3.6760 -0.5402 -0.4178
N -1.1828 1.6204 1.4886
H 0.7919 2.4895 6.2142
N 0.2587 2.7577 2.8672
C 3.0790 -0.2306 -3.1188
H 0.7163 0.6692 -4.5798
C -2.4171 -1.1357 -0.3222
C -3.7131 0.9487 0.4910
H -0.0449 -3.3568 -0.7026
H -0.2511 1.4866 5.1986
C -1.0501 -2.9606 -0.7432
Be -0.1096 -0.3772 -0.0234
C 2.3179 -0.4344 -0.8029
H -0.8070 -0.1230 -4.1451
H 1.8333 2.0850 4.0050
C -2.4615 0.1660 0.2584
H -1.9408 -4.7189 -1.5849
C 1.0236 2.8131 4.0940
H -4.3876 0.9106 -0.3613
C 4.6769 -0.4925 -1.3471
H -0.3590 3.5345 2.6815
H -4.1947 -3.6580 -1.7213
H -4.4815 -1.3404 -0.8907
C 2.0183 -0.2576 -2.1892
H 2.8640 -0.0861 -4.1676
H 1.4458 3.8175 4.1871
H -0.6280 3.2036 5.4384
C 0.2752 -0.1648 -4.0403
*
```

These are the Löwdin partial charges, in e, on atoms 1 to 2: -0.09, 0.07

---

A molecular structure, C46H47CaN4O8P4S, computed with ωB97M-V/def2-TZVPD.

## Properties
Relative energy (zero: lowest compared OMol25 entry of this formula, charge and spin)   95.7 kJ/mol
Highest occupied orbital energy   -5.38 eV

The geometry in ORCA input format:
```
! RIJCOSX wB97M-V def2-TZVPD def2/J DEFGRID3
* xyz -1 1
C 0.9930 -0.9951 -3.5079
C 1.3855 -6.0585 -2.3821
C -0.9520 -1.7877 -2.6290
H 4.2933 -1.2406 1.7841
O 4.4883 -3.0246 2.3026
H 5.2796 3.7091 2.3883
C -1.6786 5.4225 1.0104
H -1.5302 -1.9572 -1.7295
C -1.1319 -5.9546 1.5455
C -3.5545 -0.8599 0.4354
H -3.5174 1.7283 1.9004
H -2.6410 4.2211 3.5580
H 5.6303 2.7716 0.1288
H -2.3323 2.8178 0.5239
H 1.1436 2.6817 2.1712
C -0.7096 -3.5103 1.4347
H 0.7000 -6.7262 -1.8795
C -1.9849 -4.5374 3.2571
C 4.4424 3.3152 1.8324
H 3.0420 3.6201 3.4216
C 3.1849 3.2799 2.4067
H -2.6027 1.2496 6.0363
C 0.8555 3.1718 -1.7682
C -0.8766 0.1665 3.3364
C 2.3505 -0.3841 -3.2642
C 0.5581 -1.2356 -4.8109
C -4.7839 0.7838 -1.4052
C -0.8129 4.1803 1.1428
H -1.0546 -6.9127 1.0484
H 3.7054 1.8940 -1.1377
C 3.5624 2.3096 -0.1481
H -1.3003 6.2330 1.6332
H -0.4108 2.1193 -3.1248
C -0.6770 -1.8229 -4.9949
H 2.1117 -7.5333 -3.7466
C 4.6388 2.8037 0.5600
H -1.3897 3.5084 -0.8038
C 0.5809 5.3286 -3.5350
C -4.8541 -1.1146 0.0558
C 3.1481 -4.3242 -3.6102
N 0.2419 -1.2460 -2.4451
C -1.1922 0.3906 4.6659
H -1.0356 -2.0473 -5.9879
H -5.3815 -1.9585 0.4771
H 0.0251 -0.3698 3.0859
Ca 0.8650 -2.1139 0.4157
O 2.2214 -1.9243 2.7360
C -2.3451 1.0800 4.9992
C -1.3199 3.0816 0.2062
C 2.1095 2.7696 1.7025
H 2.2348 -0.4527 -1.3238
O 2.2957 -4.3680 2.4008
N 0.2781 -5.1347 -0.1057
H -4.2373 4.9924 3.6999
H 2.5081 -2.8759 -2.1724
C -1.6857 0.6618 2.3202
C 1.3598 5.4479 -2.3976
H -1.7112 5.7530 -0.0284
C 2.2858 2.3196 0.4056
C -1.8348 -5.8093 2.7167
H 3.8478 -3.6478 -4.0800
H -6.5072 -0.4594 -1.1485
C -3.2383 5.0867 3.2860
H 0.4805 6.1623 -4.2180
H 2.6305 -4.6149 3.2604
O 3.8950 -0.3739 1.6145
N -0.5154 1.8714 0.1818
P 2.3997 -0.3765 2.1950
P -1.1365 0.3265 0.5901
O 2.7348 -2.9030 0.4287
P 3.0693 -3.0434 1.8690
H 2.2538 0.7094 -3.4278
C 2.3713 -3.8707 -2.5622
H -2.2666 -6.6712 3.2088
N 0.6387 -4.2468 -0.9332
C 1.4964 4.3818 -1.5265
O 1.4390 -0.2337 1.0207
O 2.2286 0.5261 3.3442
H -3.0538 -1.5082 1.1443
H 3.0643 -0.7749 -4.0009
H -2.5016 -4.4207 4.2026
P 0.9717 1.6535 -0.6833
H 3.6705 -5.9797 -4.8721
H 0.2128 4.4521 0.8833
C -3.4716 1.0287 -1.0308
H 1.8648 6.3788 -2.1820
C -0.5448 -4.8274 0.9359
C -1.4474 -2.1180 -3.8802
O 2.8870 -0.6617 -2.0149
H 2.1164 4.4964 -0.6501
C -0.0539 4.1252 -3.7946
C -1.4888 -3.4224 2.5892
C 2.1738 -6.5018 -3.4256
S -3.4220 5.1671 1.4808
H -0.5377 0.0109 5.4354
H -0.8252 3.8169 2.1722
H -1.6998 -2.4432 3.0190
H -0.6597 4.0208 -4.6830
C -2.8488 1.3502 2.6622
H -2.4134 -2.5876 -3.9803
H -4.0861 2.0716 4.2412
H -2.7739 6.0051 3.6372
H -2.9380 1.8497 -1.4848
C -3.1744 1.5471 3.9927
C -5.4814 -0.2789 -0.8581
C 1.4677 -4.7311 -1.9378
C 3.0512 -5.6331 -4.0561
C -2.8552 0.2346 -0.0740
H -5.2691 1.4364 -2.1209
H 1.1781 -0.9717 -5.6542
C 0.0859 3.0604 -2.9224
*
```

These are the Löwdin partial charges, in e, on atoms 1 to 2: -0.28, -0.03

---

A single C5H9N3 molecule, computed with ωB97M-V/def2-TZVPD.

## Properties
Relative energy (zero: lowest compared OMol25 entry of this formula, charge and spin)   75.5 kJ/mol
SMILES   Cc1cc(N)[nH]c1N
Highest occupied orbital energy   -6.73 eV

The geometry in ORCA input format:
```
! RIJCOSX wB97M-V def2-TZVPD def2/J DEFGRID3
* xyz 0 1
C -0.7408 -1.0441 0.0470
H 2.4211 1.3361 -0.2360
C 0.5159 0.7486 0.0624
C 0.6173 -0.5907 0.0454
H 1.9523 -2.3704 -0.1740
H 2.7002 -0.8112 -0.5670
C -1.6318 -0.0176 0.1249
H 1.3269 2.6048 -0.3994
H -1.1760 2.0009 0.3993
H -3.3831 -0.8715 -0.3990
N 1.5433 1.7293 0.0868
H 2.3832 -1.1625 1.0445
N -3.0884 0.0001 0.1199
H -3.5535 0.7745 -0.4007
H -1.0203 -2.0898 0.0093
N -0.8243 1.0813 0.1467
C 1.9580 -1.3178 0.0900
*
```

These are the Löwdin partial charges, in e, on atoms 1 to 2: -0.05, 0.07

---

A molecular structure, C16H10BeCl6, computed with ωB97M-V/def2-TZVPD.

## Properties
Highest occupied orbital energy   -0.74 eV

The geometry in ORCA input format:
```
! RIJCOSX wB97M-V def2-TZVPD def2/J DEFGRID3
* xyz -2 1
C -1.6456 0.1878 -1.4292
H 2.4394 -2.9130 -0.9383
Cl -0.6778 3.8807 4.2760
H 2.1688 1.3529 -0.2984
C 2.1779 0.3960 -0.7875
Cl -1.1781 0.9072 5.0009
C 1.7799 -1.2808 -2.2815
Cl 0.3611 -2.8985 1.0823
H -1.1491 -3.0117 -2.2200
Cl 0.2917 2.7428 -0.8953
Cl 0.0180 4.7297 1.3671
H -1.5558 1.2564 -1.5300
C -0.5264 0.3036 2.3596
H 1.2716 0.8370 -2.7559
C -0.4764 2.6407 3.0283
C 0.0071 2.0257 0.7149
C 2.3199 -1.8613 -1.1254
C -0.0996 0.5988 1.0043
H -2.5350 -0.0403 0.5886
C -0.1598 3.0022 1.7256
C -0.6846 1.3083 3.3389
Cl -0.9882 -1.2763 2.9593
H 1.4437 -1.8146 -3.1550
C -2.1918 -0.4979 -0.3207
C 2.5521 -0.8274 -0.1900
Be 0.2033 -0.9483 -0.4584
C -1.1976 -0.7857 -2.3493
H -0.7390 -0.5871 -3.3019
H 2.8585 -0.9609 0.8315
C -2.0616 -1.8726 -0.5443
C 1.6904 0.1176 -2.0714
H -2.2884 -2.6461 0.1660
C -1.4302 -2.0641 -1.7920
*
```

These are the Löwdin partial charges, in e, on atoms 1 to 2: -0.21, 0.06

---

A molecular structure, C20H16N2O2, computed with ωB97M-V/def2-TZVPD.

## Properties
Relative energy (zero: lowest compared OMol25 entry of this formula, charge and spin)   1144.9 kJ/mol
Highest occupied orbital energy   -8.10 eV

The geometry in ORCA input format:
```
! RIJCOSX wB97M-V def2-TZVPD def2/J DEFGRID3
* xyz 0 1
O 5.6336 -1.2208 0.0237
C -2.5428 -0.7733 -0.7400
C -1.2196 1.8610 0.2227
C -2.0570 -1.2815 0.3752
H -1.9053 0.5742 -2.4477
C 3.5567 -0.9090 1.1914
H 1.6311 -0.4313 1.7361
C 2.3404 -1.3935 -1.3674
C 1.6779 -1.0497 -0.2136
C -3.0854 -1.8691 1.3514
C 1.2324 3.4436 0.0922
C 4.2945 -1.3411 0.2200
C -0.3359 0.0938 -1.0995
C -4.3700 -1.8763 0.8619
C -0.2336 1.4319 -0.3970
H 4.3162 -1.6231 -1.9716
C -3.7712 -0.5392 -1.1331
O -0.1099 -2.2886 1.5195
H 1.8565 1.7895 -1.1173
H 0.3299 4.7801 1.2609
C 0.1443 3.8241 0.7627
H 6.0557 -1.2958 0.9087
H -5.0334 -2.1402 1.3966
H -2.1762 1.4033 0.3013
C -1.0015 3.2164 0.9571
C -0.4511 -1.5762 0.5588
C 2.2645 -0.8956 0.8669
H -4.2158 -0.3196 -1.9566
H 1.9540 -1.7172 -2.2162
C 3.7436 -1.4901 -1.2801
N -1.5486 -0.3624 -1.6461
H -1.8099 3.7755 1.5552
N 0.3722 -0.8232 -0.3507
C -4.8010 -1.1708 -0.0696
H -5.7471 -1.1260 -0.3976
H -2.6460 -2.4303 2.2362
H 2.1659 3.8720 0.3675
C 1.0909 2.1105 -0.4826
H 4.1090 -0.5062 2.1215
H 0.2919 0.2740 -2.0008
*
```

These are the Löwdin partial charges, in e, on atoms 1 to 2: 0.02, -0.39

---

A single C5H9Cl molecule, computed with ωB97M-V/def2-TZVPD.

## Properties
Relative energy (zero: lowest compared OMol25 entry of this formula, charge and spin)   92.5 kJ/mol
SMILES   CC[C@H]1C[C@H]1Cl
Highest occupied orbital energy   -9.86 eV

The geometry in ORCA input format:
```
! RIJCOSX wB97M-V def2-TZVPD def2/J DEFGRID3
* xyz 0 1
H 2.6073 0.2202 0.9551
H 1.6549 1.5840 -0.1055
H 0.6869 -0.0372 2.4329
H -2.2573 -0.3723 -1.7429
C -1.6298 -0.7140 -0.8891
H 0.2708 -0.5612 -1.8607
C 0.6400 -0.4027 0.2367
H -2.0757 -0.1457 -0.0091
H 0.8682 -1.4363 0.3709
C -0.2217 -0.1502 -0.9899
C 1.6864 0.6465 0.5436
C 0.4831 0.4278 1.4892
H -1.6885 -1.7976 -0.7229
Cl -0.6693 1.8188 1.5057
H -0.3552 0.9198 -1.2139
*
```

These are the Löwdin partial charges, in e, on atoms 1 to 2: 0.10, 0.13